# 1
{
  "formula": "C36H39IrN10O3SSi",
  "method": "ωB97M-V/def2-TZVPD",
  "multiplicity": 6,
  "orbital_gap_ev": [6.1, 5.3],
  "homo_energy_ev": [-9.54, -10.01],
  "s2": 8.86,
  "total_charge": 1,
  "elements": ["Ir", "C", "C", "N", "C", "S", "N", "N", "C", "C", "C", "C", "C", "C", "C", "N", "H", "H", "H", "H", "H", "H", "H", "H", "H", "H", "H", "H", "H", "O", "C", "O", "C", "C", "C", "C", "C", "C", "N", "C", "C", "C", "C", "C", "C", "N", "H", "H", "H", "H", "H", "H", "H", "H", "H", "H", "C", "Si", "C", "C", "N", "C", "C", "C", "C", "C", "C", "H", "H", "H", "H", "H", "H", "H", "H", "H", "H", "H", "H", "H", "H", "N", "C", "O", "C", "C", "N", "C", "N", "H", "H"],
  "xyz": [[0.125, -0.164, -0.124], [3.043, 4.607, -1.216], [1.940, 4.926, -0.217], [0.657, 4.342, -0.585], [0.256, 3.082, -0.341], [1.228, 2.054, 0.647], [-0.910, 2.781, -0.912], [-1.303, 1.509, -0.690], [-2.482, 1.167, -1.072], [-3.464, 2.084, -1.731], [-2.817, -0.248, -0.854], [-3.811, -0.847, -1.537], [-4.106, -2.256, -1.346], [-3.251, -2.899, -0.311], [-2.249, -2.155, 0.365], [-2.034, -0.903, 0.105], [3.985, 5.064, -0.905], [2.792, 4.984, -2.210], [3.187, 3.525, -1.280], [1.789, 6.002, -0.143], [2.209, 4.566, 0.774], [0.041, 4.866, -1.186], [-3.106, 3.105, -1.665], [-4.445, 2.010, -1.256], [-3.587, 1.829, -2.788], [-4.449, -0.262, -2.185], [-5.143, -2.586, -1.387], [-2.790, -4.914, -0.441], [-1.672, -2.627, 1.149], [3.643, -4.803, 4.779], [4.415, -4.073, 3.951], [5.589, -3.965, 4.147], [3.748, -3.399, 2.785], [2.449, -3.094, 2.761], [1.764, -2.426, 1.581], [2.787, -1.773, 0.667], [4.133, -2.210, 0.690], [4.606, -3.000, 1.688], [2.299, -0.896, -0.242], [3.067, -0.238, -1.071], [2.473, 0.515, -2.168], [3.263, 1.046, -3.176], [2.642, 1.682, -4.241], [1.260, 1.758, -4.262], [0.546, 1.207, -3.204], [1.139, 0.610, -2.180], [2.754, -4.905, 4.418], [1.797, -3.349, 3.585], [-0.128, -1.909, 2.173], [4.810, -1.901, -0.096], [5.639, -3.321, 1.707], [4.149, -0.251, -0.982], [4.341, 0.957, -3.123], [3.231, 2.111, -5.041], [0.736, 2.245, -5.073], [-0.536, 1.263, -3.166], [-0.369, 0.845, 3.443], [1.051, -0.334, 3.429], [2.758, 0.351, 3.254], [0.962, -1.288, 5.029], [0.746, -1.424, 1.997], [1.063, -3.597, 0.846], [0.211, -4.423, 1.583], [-0.387, -5.533, 1.004], [-0.143, -5.835, -0.332], [0.690, -5.009, -1.076], [1.291, -3.900, -0.492], [-0.189, 1.650, 4.164], [-1.285, 0.329, 3.752], [-0.525, 1.300, 2.465], [3.035, 0.870, 4.177], [2.849, 1.058, 2.430], [3.485, -0.455, 3.108], [0.784, -0.574, 5.841], [1.886, -1.819, 5.268], [0.128, -2.000, 5.047], [0.020, -4.218, 2.633], [-1.025, -6.173, 1.603], [-0.585, -6.711, -0.791], [0.885, -5.241, -2.116], [1.941, -3.276, -1.094], [-0.416, -2.737, -4.199], [-1.096, -2.562, -3.047], [-0.856, -1.646, -2.267], [-2.117, -3.580, -2.704], [-1.951, -4.897, -3.214], [-1.780, -5.956, -3.645], [-3.160, -3.395, -1.769], [-3.549, -4.273, -0.670], [0.369, -2.136, -4.384], [-0.597, -3.511, -4.816]]
}

---

# 2
{
  "formula": "C36H40AuGeN5O2SSe",
  "method": "ωB97M-V/def2-TZVPD",
  "orbital_gap_ev": 7.1,
  "homo_energy_ev": -7.25,
  "elements": ["Au", "O", "H", "H", "C", "N", "C", "Se", "N", "C", "C", "C", "C", "C", "C", "H", "H", "H", "H", "H", "H", "H", "H", "C", "Ge", "C", "C", "C", "C", "C", "C", "C", "C", "C", "C", "C", "C", "C", "C", "C", "C", "C", "C", "H", "H", "H", "H", "H", "H", "H", "H", "H", "H", "H", "H", "H", "H", "H", "C", "C", "C", "C", "N", "C", "S", "N", "C", "H", "H", "H", "H", "H", "H", "H", "H", "C", "N", "C", "C", "O", "H", "H", "H", "H", "H", "H", "H"],
  "xyz": [[0.679, 0.153, 0.063], [-1.448, -1.774, -0.965], [-1.897, -1.151, -1.547], [-2.067, -1.864, -0.226], [-1.398, -2.222, 3.130], [-1.944, -0.957, 3.572], [-2.847, -0.209, 2.898], [-3.764, -0.614, 1.369], [-3.004, 0.941, 3.604], [-2.182, 0.951, 4.716], [-1.968, 1.882, 5.717], [-1.046, 1.548, 6.699], [-0.372, 0.326, 6.680], [-0.591, -0.605, 5.675], [-1.506, -0.268, 4.693], [-1.963, -2.547, 2.261], [-1.499, -2.963, 3.924], [-0.350, -2.088, 2.867], [-3.589, 1.684, 3.265], [-2.488, 2.830, 5.732], [-0.849, 2.250, 7.499], [0.336, 0.101, 7.468], [-0.064, -1.548, 5.649], [1.514, -0.367, -1.789], [1.797, 1.338, -2.672], [0.057, 2.102, -3.184], [-1.002, 2.224, -2.279], [-2.224, 2.755, -2.668], [-2.414, 3.179, -3.976], [-1.377, 3.065, -4.889], [-0.156, 2.532, -4.493], [2.762, 2.643, -1.545], [4.141, 2.823, -1.626], [4.809, 3.720, -0.799], [4.099, 4.460, 0.135], [2.722, 4.292, 0.238], [2.066, 3.393, -0.595], [2.808, 1.197, -4.357], [3.560, 2.243, -4.890], [4.245, 2.098, -6.090], [4.182, 0.899, -6.787], [3.420, -0.147, -6.285], [2.742, 0.007, -5.083], [-0.884, 1.880, -1.257], [-3.030, 2.831, -1.948], [-3.366, 3.594, -4.282], [-1.517, 3.387, -5.913], [0.640, 2.446, -5.225], [4.715, 2.258, -2.355], [5.881, 3.849, -0.894], [4.612, 5.173, 0.771], [2.152, 4.876, 0.954], [0.993, 3.282, -0.500], [3.611, 3.192, -4.367], [4.824, 2.924, -6.484], [4.718, 0.784, -7.721], [3.351, -1.080, -6.831], [2.140, -0.816, -4.709], [5.123, 2.084, 2.632], [3.993, 1.193, 3.009], [4.107, 0.035, 3.727], [2.951, -0.738, 3.898], [1.769, -0.387, 3.420], [1.657, 0.764, 2.752], [0.181, 1.327, 2.088], [2.760, 1.552, 2.600], [3.002, -2.031, 4.651], [6.069, 1.636, 2.924], [5.026, 3.057, 3.117], [5.114, 2.240, 1.552], [5.068, -0.302, 4.081], [2.649, 2.338, 1.962], [4.023, -2.367, 4.816], [2.445, -2.791, 4.106], [2.518, -1.897, 5.621], [5.022, -0.820, -2.730], [4.051, -0.710, -1.647], [2.712, -1.330, -1.791], [4.468, -0.201, -0.475], [3.852, -0.196, 0.578], [4.751, -1.661, -3.365], [6.018, -1.008, -2.330], [5.046, 0.076, -3.355], [2.752, -1.839, -2.757], [0.699, -0.861, -2.330], [2.621, -2.107, -1.027], [5.485, 0.226, -0.544]]
}

---

# 3
{
  "formula": "C36H40BN13O5RbS",
  "method": "ωB97M-V/def2-TZVPD",
  "multiplicity": 2,
  "orbital_gap_ev": [7.7, 5.4],
  "homo_energy_ev": [-8.07, -8.06],
  "s2": 0.81,
  "elements": ["Rb", "C", "C", "C", "C", "N", "N", "B", "N", "C", "C", "C", "C", "N", "N", "C", "C", "C", "C", "N", "N", "C", "C", "C", "C", "N", "H", "H", "H", "H", "H", "H", "H", "H", "H", "H", "H", "H", "H", "H", "H", "H", "H", "H", "H", "H", "O", "C", "O", "C", "C", "C", "C", "C", "C", "N", "C", "C", "C", "C", "C", "C", "N", "H", "H", "H", "H", "H", "H", "H", "H", "H", "H", "C", "O", "C", "O", "N", "N", "H", "H", "H", "H", "H", "H", "O", "N", "C", "C", "C", "C", "C", "S", "H", "H", "H", "H"],
  "xyz": [[0.021, 0.931, -0.442], [2.564, 4.134, -0.420], [3.288, 2.865, -0.120], [4.650, 2.601, -0.343], [4.820, 1.294, 0.048], [3.633, 0.830, 0.488], [2.706, 1.786, 0.386], [3.363, -0.632, 0.858], [2.428, -0.804, 2.068], [2.613, -1.599, 3.141], [1.440, -1.620, 3.861], [0.566, -0.795, 3.133], [-0.853, -0.468, 3.441], [1.180, -0.328, 2.058], [2.703, -1.359, -0.317], [2.441, -2.676, -0.349], [1.919, -2.969, -1.593], [1.901, -1.732, -2.264], [1.466, -1.428, -3.657], [2.372, -0.784, -1.469], [4.698, -1.305, 1.169], [5.546, -0.971, 2.166], [6.646, -1.790, 2.076], [6.387, -2.610, 0.961], [7.269, -3.676, 0.409], [5.213, -2.299, 0.437], [3.194, 4.781, -1.028], [2.311, 4.675, 0.492], [1.639, 3.921, -0.956], [5.393, 3.270, -0.733], [5.702, 0.686, 0.026], [3.541, -2.105, 3.328], [1.244, -2.149, 4.774], [-1.130, -0.873, 4.412], [-1.506, -0.894, 2.680], [-1.001, 0.609, 3.437], [2.638, -3.308, 0.495], [1.638, -3.934, -1.978], [0.928, -2.268, -4.092], [2.339, -1.217, -4.274], [0.820, -0.551, -3.659], [5.308, -0.183, 2.857], [7.511, -1.806, 2.711], [8.176, -3.742, 1.005], [7.536, -3.453, -0.623], [6.766, -4.642, 0.422], [-7.551, -3.578, 1.284], [-6.405, -3.303, 0.634], [-6.048, -4.012, -0.273], [-5.638, -2.109, 1.062], [-5.859, -1.378, 2.229], [-5.099, -0.258, 2.509], [-4.081, 0.152, 1.637], [-3.850, -0.593, 0.471], [-4.620, -1.693, 0.194], [-3.205, 1.155, 1.912], [-3.382, 2.363, 2.217], [-2.214, 3.206, 2.501], [-2.321, 4.374, 3.256], [-1.175, 5.126, 3.463], [0.023, 4.689, 2.920], [0.033, 3.495, 2.204], [-1.054, 2.777, 2.004], [-7.767, -2.911, 1.947], [-6.619, -1.665, 2.947], [-5.280, 0.297, 3.418], [-3.056, -0.272, -0.189], [-4.461, -2.267, -0.706], [-4.365, 2.855, 2.245], [-3.271, 4.681, 3.672], [-1.223, 6.033, 4.048], [0.929, 5.263, 3.053], [0.949, 3.095, 1.787], [-3.394, -2.864, -3.898], [-2.708, -1.644, -3.671], [-1.979, -1.438, -2.560], [-1.565, -0.328, -2.329], [-1.791, -2.505, -1.741], [-1.047, -2.327, -0.568], [-4.034, -2.671, -4.756], [-4.012, -3.146, -3.043], [-2.703, -3.675, -4.142], [-1.892, -3.445, -2.105], [-0.064, -2.576, -0.702], [-1.448, -2.888, 0.176], [-0.152, 2.885, -1.973], [-0.919, 2.757, -2.967], [-0.420, 2.388, -4.161], [-1.189, 2.330, -5.296], [-2.543, 2.655, -5.218], [-3.067, 2.990, -3.992], [-2.258, 3.026, -2.852], [-2.868, 3.430, -1.322], [0.639, 2.179, -4.145], [-0.725, 2.052, -6.231], [-3.164, 2.646, -6.101], [-4.111, 3.236, -3.867]]
}

---

# 4
{
  "formula": "C36H40CoP2",
  "method": "ωB97M-V/def2-TZVPD",
  "multiplicity": 4,
  "orbital_gap_ev": [4.4, 4.9],
  "homo_energy_ev": [-4.04, -4.53],
  "s2": 3.80,
  "elements": ["Co", "C", "C", "C", "C", "C", "C", "C", "C", "C", "H", "H", "H", "H", "H", "H", "H", "H", "H", "H", "H", "H", "H", "H", "H", "P", "P", "C", "C", "C", "C", "C", "C", "C", "C", "C", "C", "C", "C", "C", "C", "C", "C", "C", "C", "C", "C", "C", "C", "C", "C", "C", "C", "H", "H", "H", "H", "H", "H", "H", "H", "H", "H", "H", "H", "H", "H", "H", "H", "H", "H", "H", "H", "H", "H", "C", "H", "H", "H"],
  "xyz": [[0.432, 0.740, -1.443], [1.905, 0.576, -2.519], [2.521, 0.470, -1.237], [3.303, 1.631, -0.638], [2.536, 3.048, -0.733], [1.083, 2.742, -0.738], [0.292, 2.641, -1.903], [0.918, 2.674, -3.334], [2.121, 1.756, -3.477], [-2.640, -1.026, 1.794], [1.594, -0.330, -3.084], [2.914, -0.508, -0.914], [4.363, 1.693, -1.000], [3.471, 1.414, 0.434], [2.866, 3.581, 0.189], [3.029, 3.592, -1.585], [0.590, 3.045, 0.190], [-0.677, 3.160, -1.822], [1.089, 3.667, -3.756], [0.107, 2.358, -3.988], [2.158, 1.355, -4.509], [3.053, 2.327, -3.334], [-2.539, -1.317, 0.754], [-3.596, -1.311, 2.274], [-1.877, -1.558, 2.372], [0.816, -1.711, 0.423], [-2.081, 0.657, 1.364], [0.852, 0.035, 1.159], [-0.242, 0.934, 1.025], [2.083, -2.535, 1.545], [3.397, -1.964, 1.794], [4.292, -2.681, 2.644], [3.883, -3.876, 3.271], [2.572, -4.430, 3.068], [1.706, -3.712, 2.216], [1.213, -2.063, -1.456], [0.264, -1.704, -2.485], [0.305, -2.540, -3.617], [1.321, -3.452, -3.916], [2.336, -3.560, -2.970], [2.283, -2.909, -1.749], [-2.408, 1.573, 2.782], [-1.959, 1.005, 3.976], [-2.412, 1.525, 5.189], [-3.368, 2.544, 5.221], [-3.900, 2.978, 4.017], [-3.486, 2.465, 2.775], [-3.033, 1.051, -0.133], [-4.111, 0.304, -0.682], [-4.733, 0.740, -1.875], [-4.298, 1.897, -2.566], [-3.272, 2.672, -1.959], [-2.700, 2.262, -0.749], [1.771, 0.410, 1.714], [0.014, 1.931, 1.454], [3.715, -0.994, 1.415], [5.312, -2.283, 2.867], [4.542, -4.420, 3.960], [2.238, -5.339, 3.599], [0.657, -4.044, 2.082], [-0.530, -0.901, -2.493], [-0.511, -2.433, -4.303], [1.395, -3.937, -4.867], [3.143, -4.191, -3.175], [3.110, -3.098, -1.070], [-1.339, 0.107, 3.956], [-2.043, 1.118, 6.119], [-3.650, 3.009, 6.168], [-4.659, 3.749, 4.013], [-3.997, 2.686, 1.849], [-4.496, -0.618, -0.250], [-5.533, 0.186, -2.344], [-4.797, 2.245, -3.482], [-2.914, 3.557, -2.486], [-1.884, 2.887, -0.329], [-0.808, -2.664, -0.047], [-1.104, -3.127, 0.856], [-0.303, -3.374, -0.743], [-1.669, -2.384, -0.769]]
}

---

# 5
{
  "formula": "C36H40N4OS4V",
  "method": "ωB97M-V/def2-TZVPD",
  "orbital_gap_ev": [5.7, 5.4],
  "homo_energy_ev": [-3.28, -3.06],
  "total_charge": -1,
  "elements": ["V", "S", "C", "C", "C", "C", "C", "C", "S", "C", "C", "C", "C", "C", "C", "C", "S", "C", "C", "C", "C", "C", "C", "S", "N", "H", "H", "H", "H", "H", "H", "H", "H", "H", "H", "H", "H", "H", "H", "H", "N", "C", "N", "C", "C", "O", "C", "C", "H", "H", "H", "H", "H", "H", "H", "H", "C", "C", "C", "C", "C", "C", "C", "C", "C", "C", "C", "C", "N", "H", "H", "H", "H", "H", "H", "H", "H", "H", "H", "H", "H", "H", "H", "H", "H", "H"],
  "xyz": [[0.673, 0.290, -0.236], [1.737, -1.712, 0.758], [0.394, -2.795, 0.331], [0.630, -4.212, 0.629], [0.081, -5.236, -0.041], [-0.680, -5.025, -1.252], [-0.862, -3.790, -1.745], [-0.490, -2.586, -1.012], [-0.066, -1.156, -1.996], [-1.706, -0.393, -2.260], [-1.943, 0.963, -1.628], [-3.126, 1.634, -1.913], [-3.431, 2.792, -1.215], [-2.551, 3.244, -0.246], [-1.371, 2.549, -0.043], [-0.346, 3.005, 0.954], [0.469, 1.641, 1.858], [-0.728, 1.208, 3.114], [-0.449, 1.711, 4.381], [-1.307, 1.490, 5.448], [-2.458, 0.744, 5.249], [-2.725, 0.209, 3.999], [-1.871, 0.420, 2.917], [-2.391, -0.213, 1.343], [-1.067, 1.454, -0.753], [1.355, -4.399, 1.413], [0.320, -6.252, 0.250], [-0.996, -5.884, -1.832], [-1.257, -3.658, -2.747], [-2.437, -1.083, -1.832], [-1.895, -0.332, -3.333], [-3.807, 1.234, -2.653], [-4.356, 3.320, -1.407], [-2.772, 4.121, 0.348], [-0.752, 3.746, 1.643], [0.504, 3.440, 0.420], [0.454, 2.292, 4.517], [-1.073, 1.894, 6.425], [-3.137, 0.555, 6.071], [-3.603, -0.407, 3.844], [-1.029, -0.818, 0.623], [-1.008, -2.239, 0.396], [-2.007, -3.103, 0.901], [-1.996, -3.379, 2.319], [-2.668, -4.719, 2.560], [-3.978, -4.746, 2.008], [-3.934, -4.507, 0.610], [-3.318, -3.152, 0.304], [-2.516, -2.599, 2.898], [-0.959, -3.414, 2.661], [-2.781, -4.915, 3.627], [-2.062, -5.513, 2.103], [-4.965, -4.558, 0.256], [-3.340, -5.291, 0.120], [-3.986, -2.360, 0.678], [-3.219, -3.039, -0.779], [0.341, 3.811, -2.612], [1.402, 3.028, -3.383], [0.879, 1.680, -3.869], [2.701, 2.943, -2.598], [3.707, 3.794, -3.039], [4.956, 3.841, -2.450], [5.204, 2.955, -1.413], [4.245, 2.079, -0.931], [4.726, 1.073, 0.100], [4.005, 1.108, 1.446], [4.743, -0.336, -0.498], [2.913, 2.087, -1.467], [1.936, 1.317, -0.922], [-0.615, 3.824, -3.144], [0.666, 4.841, -2.453], [0.186, 3.348, -1.644], [1.638, 3.611, -4.280], [0.672, 1.037, -3.020], [1.622, 1.177, -4.491], [-0.033, 1.814, -4.459], [3.496, 4.441, -3.885], [5.722, 4.518, -2.807], [6.193, 2.927, -0.965], [5.769, 1.346, 0.302], [2.983, 0.755, 1.351], [3.988, 2.121, 1.856], [4.521, 0.458, 2.158], [3.744, -0.636, -0.808], [5.094, -1.064, 0.236], [5.405, -0.371, -1.367]]
}

---

no.,molecular weight (g mol⁻¹),E_tot (Eh)
1,912.14,-2960.1844
2,955.35,-6832.3725
3,863.15,-2931.0579
4,593.60,-3460.7795
5,723.96,-4226.8710